The following is a quantum chemistry calculation of one molecule with the formula C16H20ClN3O2S in a non-equilibrium geometry, from the Open Molecules 2025 dataset.

Cartesian coordinates (Å):
C1 1.75 2.07 1.28
O1 1.31 2.39 -0.02
C2 0.48 1.42 -0.61
C3 1.29 0.25 -1.22
N1 0.43 -0.80 -1.68
C4 0.15 -1.97 -1.04
S1 0.88 -2.44 0.48
C5 -0.68 -2.62 1.44
C6 -1.10 -1.20 1.72
O2 -1.83 -0.60 0.96
C7 -0.50 -0.53 2.90
C8 -1.14 0.62 3.37
C9 -0.65 1.31 4.46
C10 0.51 0.85 5.09
Cl1 1.14 1.70 6.44
C11 1.16 -0.29 4.63
C12 0.65 -0.98 3.54
N2 -0.71 -2.68 -1.71
N3 -1.03 -1.98 -2.80
C13 -0.36 -0.86 -2.80
C14 -0.45 0.18 -3.85
C15 -0.20 -0.45 -5.22
C16 -1.85 0.82 -3.81
H1 2.30 2.94 1.63
H2 2.41 1.20 1.29
H3 0.91 1.88 1.95
H4 -0.25 1.02 0.10
H5 -0.06 1.94 -1.41
H6 1.95 -0.17 -0.46
H7 1.91 0.62 -2.04
H8 -0.46 -3.20 2.33
H9 -1.39 -3.13 0.79
H10 -2.03 0.96 2.86
H11 -1.14 2.19 4.83
H12 2.06 -0.62 5.11
H13 1.18 -1.85 3.18
H14 0.30 0.95 -3.67
H15 -0.30 0.29 -6.01
H16 -0.91 -1.25 -5.39
H17 0.81 -0.87 -5.27
H18 -2.60 0.05 -3.99
H19 -1.93 1.59 -4.57
H20 -2.04 1.26 -2.83

Values from the calculation:
- Structure (SMILES): COCCn1c(SCC(=O)c2ccc(Cl)cc2)nnc1C(C)C
- LUMO energy: -0.0108 Ha
- HOMO-LUMO gap: 0.312 Eh
- Energy above the lowest of the compared OMol25 structures with the same formula, charge and spin: 246.7 kJ/mol

The following is a quantum chemistry calculation of C16H20CrFN4O3S4 as an isolated structure, from the Open Molecules 2025 dataset.

Cartesian coordinates (Å):
Cr1 0.03 -0.34 0.03
O1 -6.23 2.60 -0.60
C1 -5.14 2.10 -0.47
S1 -4.11 1.60 -1.81
C2 -2.76 1.03 -0.85
C3 -2.90 1.12 0.48
S2 -1.64 0.61 1.59
S3 -4.39 1.79 1.11
S4 -1.37 0.39 -1.70
N1 1.42 1.23 0.24
C4 1.56 1.35 1.70
C5 2.49 2.42 2.23
C6 2.40 2.56 3.75
C7 1.00 2.76 4.32
N2 0.08 1.62 4.20
C8 0.22 0.46 4.81
N3 -0.61 -0.54 4.51
N4 1.12 0.30 5.80
C9 1.76 -0.07 2.25
O2 2.48 -0.28 3.22
O3 1.05 -0.94 1.63
H1 2.29 1.02 -0.23
H2 1.05 2.09 -0.16
H3 0.55 1.62 1.99
H4 2.21 3.37 1.77
H5 3.53 2.23 1.94
H6 2.97 3.44 4.05
H7 2.88 1.69 4.20
H8 0.49 3.59 3.82
H9 1.06 3.05 5.37
H10 -0.65 1.65 3.49
H11 -1.17 -0.47 3.66
H12 -0.39 -1.47 4.82
H13 1.88 0.96 5.83
H14 1.39 -0.64 6.03
F1 -1.85 -5.98 -0.15
C10 -1.10 -4.89 -0.43
C11 -0.03 -4.60 0.39
C12 0.74 -3.48 0.10
C13 0.46 -2.66 -1.00
C14 1.23 -1.42 -1.26
C15 -0.65 -3.00 -1.80
C16 -1.43 -4.11 -1.52
H15 0.20 -5.23 1.23
H16 1.57 -3.23 0.74
H17 1.19 -1.09 -2.30
H18 2.25 -1.47 -0.89
H19 -0.90 -2.38 -2.65
H20 -2.27 -4.38 -2.14

Values from the calculation:
- LUMO energy (spin up / spin down): -0.0059 / 0.0005 Ha
- <S²>: 3.86
- HOMO-LUMO gap (spin up / spin down): 0.245 / 0.258 Eh
- 2S+1: 4

The following is a quantum chemistry calculation of C16H20F6N3O3S2Ti as an isolated structure in a non-equilibrium geometry, from the Open Molecules 2025 dataset.

Cartesian coordinates (Å):
Ti1 0.43 0.18 0.59
N1 3.89 -1.39 -1.13
C1 2.81 -1.26 -0.28
S1 2.96 -0.02 0.93
N2 1.77 -2.00 -0.48
N3 0.73 -1.68 0.36
C2 0.11 -2.68 0.98
C3 -0.63 -2.48 2.16
C4 -1.24 -3.57 2.81
C5 -1.90 -3.42 4.01
C6 -1.95 -2.17 4.61
C7 -1.31 -1.09 4.03
C8 -0.64 -1.20 2.81
O1 -0.01 -0.16 2.33
H1 4.76 -1.06 -0.73
H2 3.94 -2.26 -1.63
H3 0.29 -3.69 0.62
H4 -1.17 -4.55 2.35
H5 -2.35 -4.28 4.50
H6 -2.48 -2.04 5.55
H7 -1.31 -0.13 4.53
C9 -1.46 2.19 1.39
C10 -2.04 1.34 0.24
O2 -1.29 0.30 -0.15
C11 -2.29 2.28 -0.97
F1 -2.69 1.64 -2.07
F2 -1.19 2.96 -1.31
F3 -3.23 3.23 -0.73
C12 -3.41 0.77 0.68
F4 -4.22 1.66 1.29
F5 -4.13 0.29 -0.35
F6 -3.23 -0.23 1.54
H8 -0.41 2.39 1.17
H9 -1.53 1.60 2.31
H10 -2.01 3.12 1.50
C13 3.56 2.58 -2.26
C14 2.19 2.20 -2.78
S2 1.57 0.79 -1.63
O3 1.02 1.68 -0.53
C15 0.19 0.30 -2.77
C16 0.72 -0.81 -3.66
H11 3.89 3.53 -2.68
H12 4.29 1.80 -2.49
H13 3.51 2.67 -1.18
H14 2.23 1.84 -3.81
H15 1.47 3.00 -2.67
H16 -0.17 1.16 -3.33
H17 -0.60 -0.08 -2.11
H18 1.50 -0.43 -4.32
H19 -0.08 -1.24 -4.26
H20 1.15 -1.58 -3.02

Values from the calculation:
- LUMO energy (spin up / spin down): 0.0965 / 0.0955 Ha
- Net charge: -1
- <S²>: 2.04
- HOMO-LUMO gap (spin up / spin down): 0.169 / 0.259 Eh
- 2S+1: 3

The following is a quantum chemistry calculation of C16H20MnN3Se3Te as an isolated structure, from the Open Molecules 2025 dataset.

Cartesian coordinates (Å):
Mn1 0.00 -0.75 0.57
C1 2.44 -1.31 0.83
N1 1.73 -0.82 -0.38
C2 1.90 -1.72 -1.54
C3 2.15 0.56 -0.62
C4 3.38 0.90 -1.14
C5 3.72 2.25 -1.21
C6 2.84 3.21 -0.73
C7 1.60 2.86 -0.22
C8 1.24 1.52 -0.18
N2 0.00 0.94 0.22
C9 -1.24 1.52 -0.19
C10 -1.60 2.86 -0.23
C11 -2.83 3.21 -0.75
C12 -3.71 2.25 -1.23
C13 -3.38 0.90 -1.16
C14 -2.15 0.56 -0.63
N3 -1.72 -0.82 -0.39
C15 -1.88 -1.73 -1.55
C16 -2.44 -1.31 0.81
H1 3.52 -1.14 0.77
H2 2.25 -2.37 0.99
H3 2.10 -0.72 1.70
H4 2.95 -1.92 -1.73
H5 1.45 -1.26 -2.41
H6 1.40 -2.68 -1.33
H7 4.08 0.15 -1.48
H8 4.67 2.54 -1.62
H9 3.12 4.26 -0.77
H10 0.95 3.64 0.15
H11 -0.95 3.64 0.15
H12 -3.11 4.25 -0.79
H13 -4.66 2.54 -1.66
H14 -4.07 0.14 -1.51
H15 -2.93 -1.92 -1.75
H16 -1.39 -2.68 -1.34
H17 -1.43 -1.26 -2.42
H18 -3.52 -1.15 0.75
H19 -2.11 -0.73 1.69
H20 -2.25 -2.38 0.97
Se1 0.02 -1.93 4.40
Se2 0.04 -2.80 6.43
Te1 -0.05 -5.35 6.38
Se3 -0.12 -5.96 4.14

Values from the calculation:
- LUMO energy (spin up / spin down): -0.4314 / -0.4299 Ha
- Net charge: +3
- <S²>: 0.97
- HOMO-LUMO gap (spin up / spin down): 0.198 / 0.199 Eh
- 2S+1: 2

The following is a quantum chemistry calculation of one molecule with the formula C16H20N2O2S in a non-equilibrium geometry, from the Open Molecules 2025 dataset.

Cartesian coordinates (Å):
C1 4.06 -2.30 1.36
N1 3.17 -2.74 0.23
C2 2.74 -1.72 -0.67
C3 1.41 -2.05 -1.35
C4 1.37 -1.59 -2.84
C5 1.64 -0.12 -2.94
C6 0.73 0.73 -1.95
C7 -0.12 -0.08 -1.04
C8 -1.23 0.51 -0.45
C9 -2.17 -0.10 0.37
S1 -3.72 0.84 0.76
O1 -4.55 0.06 1.77
O2 -4.42 1.17 -0.45
C10 -3.04 2.39 1.44
C11 -2.87 2.55 2.93
C12 -2.42 3.79 3.10
N2 -2.24 4.45 1.94
C13 -2.61 3.56 0.90
C14 -1.78 -1.37 0.86
C15 -0.66 -2.04 0.19
C16 0.22 -1.38 -0.64
H1 4.28 -3.27 1.88
H2 5.05 -1.92 0.97
H3 3.50 -1.52 2.05
H4 2.38 -3.25 0.57
H5 2.63 -0.78 -0.10
H6 3.67 -1.62 -1.44
H7 1.34 -3.06 -1.22
H8 0.40 -1.84 -3.20
H9 2.01 -2.08 -3.53
H10 2.62 0.10 -2.70
H11 1.47 0.02 -4.02
H12 0.20 1.46 -2.51
H13 1.33 1.22 -1.22
H14 -1.33 1.54 -0.66
H15 -3.06 1.90 3.78
H16 -2.41 4.33 4.11
H17 -2.15 5.49 1.86
H18 -2.66 3.82 -0.21
H19 -2.32 -2.02 1.52
H20 -0.45 -3.07 0.56

Values from the calculation:
- Structure (SMILES): CNC[C@@H]1CCCc2cc(S(=O)(=O)c3cc[nH]c3)ccc21
- LUMO energy: 0.0203 Ha
- HOMO-LUMO gap: 0.343 Eh
- Energy above the lowest of the compared OMol25 structures with the same formula, charge and spin: 501.0 kJ/mol

The following is a quantum chemistry calculation of one molecule with the formula C16H20N2O4S, from the Open Molecules 2025 dataset.

Cartesian coordinates (Å):
C1 2.54 -3.13 0.04
C2 2.21 -2.90 1.51
O1 2.57 -1.59 1.94
C3 1.78 -0.54 1.63
C4 2.27 0.71 1.99
C5 1.56 1.87 1.75
C6 0.30 1.80 1.14
O2 -0.45 2.88 0.79
C7 -0.58 3.94 1.73
C8 -1.25 3.47 3.01
C9 -0.19 0.55 0.82
S1 -1.86 0.47 0.18
O3 -2.74 1.15 1.08
O4 -2.16 -0.89 -0.15
N1 -1.75 1.36 -1.24
C10 -2.11 0.72 -2.48
C11 -1.27 -0.51 -2.68
C12 -1.80 -1.68 -3.21
C13 -0.99 -2.79 -3.34
C14 0.33 -2.69 -2.93
N2 0.85 -1.58 -2.43
C15 0.07 -0.52 -2.32
C16 0.52 -0.61 1.03
H1 2.28 -4.15 -0.23
H2 1.98 -2.45 -0.60
H3 3.60 -2.98 -0.13
H4 1.16 -3.10 1.72
H5 2.82 -3.56 2.14
H6 3.24 0.76 2.46
H7 1.98 2.82 2.03
H8 0.39 4.40 1.93
H9 -1.21 4.67 1.21
H10 -0.58 2.84 3.58
H11 -2.13 2.89 2.76
H12 -1.53 4.33 3.62
H13 -2.14 2.28 -1.10
H14 -3.17 0.44 -2.51
H15 -1.91 1.43 -3.29
H16 -2.85 -1.72 -3.49
H17 -1.38 -3.71 -3.75
H18 1.00 -3.54 -3.00
H19 0.54 0.37 -1.91
H20 0.05 -1.53 0.73

Values from the calculation:
- Structure (SMILES): CCOc1ccc(OCC)c(S(=O)(=O)NCc2cccnc2)c1
- LUMO energy: 0.0243 Ha
- HOMO-LUMO gap: 0.328 Eh
- Energy above the lowest of the compared OMol25 structures with the same formula, charge and spin: 245.5 kJ/mol

The following is a quantum chemistry calculation of C16H20N2OPSn as an isolated structure in a non-equilibrium geometry, from the Open Molecules 2025 dataset.

Cartesian coordinates (Å):
C1 -2.21 0.60 -0.48
C2 -2.52 1.89 -0.20
C3 -1.80 2.87 0.53
C4 -0.57 2.80 1.21
C5 0.34 1.77 1.29
Sn1 -0.11 0.31 -0.15
P1 -0.60 -1.93 -1.63
H1 -2.87 -0.09 -1.02
H2 -3.48 2.31 -0.56
H3 -2.31 3.85 0.61
H4 1.25 1.81 1.89
H5 -0.34 3.75 1.73
H6 0.40 -2.13 -2.63
H7 -1.80 -2.02 -2.38
H8 -0.60 -3.18 -0.94
C6 5.75 -3.76 0.96
N1 4.53 -3.15 0.48
N2 4.03 -1.97 0.95
C7 2.79 -1.75 0.40
O1 2.14 -0.69 0.57
C8 2.49 -2.94 -0.35
C9 3.58 -3.77 -0.26
C10 3.76 -5.13 -0.81
C11 4.79 -0.98 1.64
C12 6.14 -0.79 1.33
C13 6.89 0.13 2.07
C14 6.26 0.91 3.05
C15 4.88 0.78 3.28
C16 4.13 -0.16 2.57
H9 6.42 -3.96 0.11
H10 5.53 -4.72 1.44
H11 6.27 -3.13 1.68
H12 1.57 -3.09 -0.90
H13 4.62 -5.20 -1.49
H14 3.88 -5.89 -0.03
H15 2.86 -5.39 -1.38
H16 6.60 -1.34 0.50
H17 7.96 0.23 1.87
H18 6.84 1.62 3.64
H19 4.37 1.41 4.02
H20 3.05 -0.24 2.70

Values from the calculation:
- LUMO energy: 0.0789 Ha
- Net charge: -1
- HOMO-LUMO gap: 0.104 Eh

The following is a quantum chemistry calculation of C16H20N2OPTc as an isolated structure in a non-equilibrium geometry, from the Open Molecules 2025 dataset.

Cartesian coordinates (Å):
C1 1.37 1.15 -3.85
C2 2.90 1.01 -4.01
C3 3.59 1.98 -3.25
C4 2.57 2.79 -2.60
C5 1.30 2.35 -3.01
Tc1 -0.86 0.68 -2.85
P1 -1.13 -1.12 -4.12
H1 0.83 1.07 -4.80
H2 3.40 0.34 -4.74
H3 4.67 2.11 -3.14
H4 0.30 2.95 -3.01
H5 2.79 3.62 -1.93
H6 -0.80 -2.42 -3.61
H7 -0.23 -1.16 -5.25
H8 -2.36 -1.51 -4.83
C6 -1.78 -1.39 3.44
N1 -1.60 -1.35 1.99
N2 -0.74 -0.56 1.32
C7 -1.07 -0.60 -0.03
O1 -0.69 0.27 -0.93
C8 -2.06 -1.60 -0.14
C9 -2.42 -1.98 1.13
C10 -3.48 -2.92 1.56
C11 0.27 0.18 2.01
C12 0.97 -0.38 3.08
C13 1.90 0.39 3.81
C14 2.12 1.74 3.45
C15 1.41 2.29 2.36
C16 0.50 1.51 1.64
H9 -1.19 -0.60 3.93
H10 -1.47 -2.36 3.85
H11 -2.83 -1.21 3.70
H12 -2.50 -1.88 -1.08
H13 -3.08 -3.75 2.16
H14 -4.27 -2.43 2.16
H15 -3.96 -3.34 0.67
H16 0.82 -1.42 3.38
H17 2.45 -0.04 4.64
H18 2.83 2.34 4.02
H19 1.58 3.32 2.08
H20 -0.04 1.92 0.79

Values from the calculation:
- LUMO energy (spin up / spin down): -0.1508 / -0.1543 Ha
- Net charge: +1
- <S²>: 3.78
- HOMO-LUMO gap (spin up / spin down): 0.218 / 0.214 Eh
- Energy above the lowest of the compared OMol25 structures with the same formula, charge and spin: 389.6 kJ/mol
- 2S+1: 4